(one)
An isolated ion of composition C5H14N2 and charge +1. Source: the Open Molecules 2025 dataset; level of theory: ωB97M-V/def2-TZVPD.

```
21
Properties=species:S:1:pos:R:3:mulliken_spin:R:1
C -1.39 -1.60 -1.60 -0.01
N -0.08 -0.90 -1.40 0.69
C 0.55 2.46 -0.26 0.00
C -0.21 1.20 0.08 0.03
C 0.37 -0.17 -0.17 -0.01
C 0.20 -1.07 1.09 0.08
N 0.74 -0.46 2.26 0.15
H -1.70 -2.33 -0.74 0.05
H -2.11 -0.82 -1.44 0.01
H -1.49 -2.02 -2.60 0.00
H 0.80 -1.41 -1.81 -0.02
H 1.65 2.54 0.15 0.00
H 0.55 2.45 -1.33 0.00
H 0.04 3.36 0.14 0.00
H -1.29 1.26 -0.29 0.00
H -0.44 1.13 1.13 0.00
H 1.40 -0.25 -0.15 0.01
H 0.78 -2.00 1.01 0.00
H -0.83 -1.28 1.19 0.02
H 0.75 0.53 2.29 0.00
H 1.71 -0.62 2.45 0.00
```

Summary:
Charge: +1
Gap between HOMO and LUMO (alpha / beta): 11.147 / 6.223 eV
2S+1: 2
Expectation value of S²: 0.7570

***

(two)
An isolated ion of composition C5H14N2 and charge +1. Source: the Open Molecules 2025 dataset; level of theory: ωB97M-V/def2-TZVPD.

```
21
Properties=species:S:1:pos:R:3:mulliken_spin:R:1
N -1.09 -3.04 1.01 0.05
C -0.19 -2.80 -0.14 0.01
C 0.46 -1.48 0.01 0.04
N -0.39 -0.34 -0.29 0.75
C 0.10 0.94 0.25 0.03
C -0.12 2.11 -0.71 0.00
C 0.24 3.41 -0.01 0.00
H -0.66 -2.89 1.92 0.00
H -1.25 -4.05 0.99 0.00
H -0.74 -2.80 -1.08 0.00
H 0.58 -3.57 -0.31 0.00
H 1.38 -1.44 -0.63 0.06
H 0.98 -1.38 0.99 0.02
H -0.57 -0.21 -1.29 -0.01
H -0.33 1.08 1.24 0.03
H 1.18 0.94 0.41 0.03
H 0.56 2.05 -1.58 0.00
H -1.09 2.14 -1.23 0.00
H -0.29 3.64 0.91 0.00
H 1.28 3.52 0.30 0.00
H -0.01 4.17 -0.76 0.00
```

Summary:
Charge: +1
Gap between HOMO and LUMO (alpha / beta): 10.979 / 5.680 eV
2S+1: 2
Expectation value of S²: 0.7547

***

The winner here is (two), beating the second structure by 15.3 kcal/mol.

***

(one)
An isolated ion of composition C5H14N2 and charge +1. Source: the Open Molecules 2025 dataset; level of theory: ωB97M-V/def2-TZVPD.

```
21
Properties=species:S:1:pos:R:3:mulliken_spin:R:1
C -0.43 0.60 2.25 0.03
N -0.97 0.40 0.91 0.73
C -0.35 1.09 -0.19 0.03
C -0.61 0.39 -1.54 0.06
C 0.05 -1.02 -1.55 0.02
N 1.26 -1.17 -2.36 0.03
C 0.86 -0.24 2.41 0.04
H -1.12 0.21 2.98 0.00
H -0.24 1.66 2.41 0.03
H -1.96 0.64 0.87 -0.02
H -0.80 2.09 -0.22 0.05
H 0.72 1.15 -0.04 0.00
H -1.69 0.35 -1.70 0.00
H -0.13 1.06 -2.26 0.00
H 0.36 -1.21 -0.53 0.00
H -0.68 -1.67 -2.01 0.01
H 1.03 -0.86 -3.30 0.00
H 1.94 -0.49 -2.05 0.00
H 1.82 0.12 2.04 0.00
H 0.98 -0.51 3.46 0.00
H 0.68 -1.17 1.87 0.00
```

Summary:
Charge: +1
Gap between HOMO and LUMO (alpha / beta): 10.340 / 5.021 eV
2S+1: 2
Expectation value of S²: 0.7547

***

(two)
C5H14N2 as an isolated structure. Source: the Open Molecules 2025 dataset; level of theory: ωB97M-V/def2-TZVPD.

```
21
Properties=species:S:1:pos:R:3:mulliken_spin:R:1
C 1.29 -2.86 0.91 0.00
C 1.02 -1.87 -0.21 0.00
N 1.35 -0.49 0.22 0.03
C 0.26 0.13 1.00 0.00
C -0.89 0.75 0.07 0.00
N -0.30 1.42 -1.09 0.85
C -1.47 1.72 -1.61 -0.04
H 1.08 -3.87 0.56 0.00
H 0.67 -2.66 1.79 0.00
H 2.33 -2.79 1.21 0.00
H -0.02 -1.94 -0.57 0.00
H 1.68 -2.09 -1.05 0.00
H -0.23 -0.60 1.64 0.00
H 0.71 0.93 1.58 0.00
H -1.33 4.54 -0.30 0.00
H -1.55 -0.10 -0.13 0.04
H -1.43 1.44 0.73 0.03
H 1.38 0.09 -0.62 0.00
H -1.94 1.09 -2.36 0.04
H -0.60 4.51 -0.38 0.00
H -2.01 2.64 -1.39 0.04
```

Summary:
Charge: +1
Gap between HOMO and LUMO (alpha / beta): 6.496 / 5.892 eV
2S+1: 2
Expectation value of S²: 0.7572

***

The winner here is (one), beating the second structure by 81.3 kcal/mol.

***

(one)
One molecule with the formula C3H4N2OS. Source: the Open Molecules 2025 dataset; level of theory: ωB97M-V/def2-TZVPD.

```
11
Properties=species:S:1:pos:R:3:nbo_charge:R:1
C -0.84 1.97 -0.35 -0.76
S 0.45 1.10 -1.24 0.32
C 0.50 -0.38 -0.33 0.34
N 1.28 -1.39 -0.54 -0.52
C 0.89 -2.26 0.44 0.15
N -0.04 -1.82 1.23 -0.15
O -0.33 -0.55 0.70 -0.31
H -0.53 2.19 0.71 0.24
H -1.82 1.44 -0.37 0.24
H -0.96 2.96 -0.86 0.24
H 1.39 -3.27 0.62 0.22
```

Summary:
Gap between HOMO and LUMO: 9.939 eV
SMILES: CSc1ncno1

***

(two)
One molecule with the formula C3H4N2OS. Source: the Open Molecules 2025 dataset; level of theory: ωB97M-V/def2-TZVPD.

```
11
Properties=species:S:1:pos:R:3:nbo_charge:R:1
H -2.78 0.03 0.93 0.34
N -2.09 0.75 0.47 -0.86
C -0.81 -0.06 0.36 0.18
S -0.44 -1.71 0.67 0.41
C 1.22 -1.46 0.05 -0.43
C 1.38 -0.21 -0.46 -0.05
N 0.20 0.53 -0.30 -0.10
O 0.06 1.80 -0.77 -0.52
H 1.84 -2.37 0.08 0.26
H 2.05 0.48 -0.98 0.26
H -0.63 2.22 -0.04 0.52
```

Summary:
Gap between HOMO and LUMO: 8.512 eV
SMILES: [H]/N=c1\sccn1O

***

The winner here is (one), beating the second structure by 57.1 kcal/mol.

***

(one)
One molecule with the formula C3H4N2OS. Source: the Open Molecules 2025 dataset; level of theory: ωB97M-V/def2-TZVPD.

```
11
Properties=species:S:1:pos:R:3:nbo_charge:R:1
N -1.83 0.06 2.17 -0.80
C -1.00 -0.16 1.12 0.39
C -0.88 0.46 -0.13 -0.44
C 0.38 0.13 -0.68 0.18
S 1.16 0.66 -2.05 -0.18
O 0.98 -0.81 0.12 -0.30
N 0.13 -1.01 1.23 -0.31
H -2.47 0.80 2.10 0.41
H -2.12 -0.81 2.65 0.40
H -1.62 1.08 -0.65 0.25
H 0.67 -1.06 2.07 0.39
```

Summary:
Gap between HOMO and LUMO: 8.333 eV
SMILES: Nc1cc(=S)o[nH]1

***

(two)
One molecule with the formula C3H4N2OS. Source: the Open Molecules 2025 dataset; level of theory: ωB97M-V/def2-TZVPD.

```
11
Properties=species:S:1:pos:R:3:nbo_charge:R:1
C -2.10 -0.28 0.59 -0.43
N -0.94 0.02 -0.19 -0.04
O -1.28 0.85 -1.26 -0.53
C 0.39 -0.05 0.07 -0.03
S 1.50 0.65 -0.98 -0.10
C 0.61 -0.89 1.22 0.20
N 1.03 -1.39 2.18 -0.22
H -1.90 -1.01 1.35 0.24
H -2.79 -0.84 -0.10 0.23
H -2.58 0.64 0.88 0.23
H -0.37 0.91 -1.67 0.47
```

Summary:
Gap between HOMO and LUMO: 8.686 eV
SMILES: CN(O)C(=S)C#N

***

(three)
A 2-piece molecular cluster, C3H4N2OS overall. Source: the Open Molecules 2025 dataset; level of theory: ωB97M-V/def2-TZVPD.

```
11
Properties=species:S:1:pos:R:3:nbo_charge:R:1
C -1.33 -0.76 -0.43 -0.07
C -2.05 0.07 0.35 -0.42
C 0.28 0.46 0.48 0.04
N 2.59 1.01 0.41 -0.64
N 0.04 -0.51 -0.37 0.00
O 0.88 -1.16 -1.04 -0.56
S -1.05 1.20 1.20 0.47
H -1.67 -1.55 -1.07 0.24
H -3.12 0.08 0.47 0.25
H 2.57 1.12 -0.60 0.35
H 2.85 0.04 0.60 0.35
```

Summary:
Gap between HOMO and LUMO (alpha / beta): 6.948 / 6.949 eV

***

(four)
A 2-piece molecular cluster, C3H4N2OS overall. Source: the Open Molecules 2025 dataset; level of theory: ωB97M-V/def2-TZVPD.

```
11
Properties=species:S:1:pos:R:3:nbo_charge:R:1
H -1.24 2.19 -0.58 0.36
N -0.76 1.27 -0.29 -0.65
C -0.12 1.50 0.84 0.28
N 0.68 0.49 1.30 -0.59
C 0.97 -0.67 1.26 0.91
O 1.43 -1.73 1.37 -0.47
H -0.26 2.35 1.51 0.19
C -0.23 -1.36 -1.17 -0.49
S 0.97 -1.71 -2.24 0.04
H -1.08 -2.00 -1.02 0.18
H -0.35 -0.31 -0.96 0.23
```

Summary:
Gap between HOMO and LUMO: 8.057 eV
SMILES: [H]/N=C/N=C=O.C=S

***

The winner here is (one), beating the second structure by 10.8 kcal/mol.

***

(one)
One molecule with the formula C3H4N2OS. Source: the Open Molecules 2025 dataset; level of theory: ωB97M-V/def2-TZVPD.

```
11
Properties=species:S:1:pos:R:3:nbo_charge:R:1
C -1.49 -2.00 0.67 0.32
C -0.37 0.95 0.49 -0.31
C -0.02 -0.87 -1.10 -0.06
N -0.84 -1.50 -0.15 -0.56
N 0.46 0.43 -0.52 -0.59
O 1.71 1.76 1.91 -0.94
S 0.28 1.93 1.67 1.06
H -1.40 0.91 0.42 0.23
H 0.86 -1.51 -1.17 0.23
H -0.57 -0.61 -1.94 0.22
H 1.38 0.52 -0.26 0.40
```

Summary:
Gap between HOMO and LUMO: 8.765 eV

***

(two)
One molecule with the formula C3H4N2OS. Source: the Open Molecules 2025 dataset; level of theory: ωB97M-V/def2-TZVPD.

```
11
Properties=species:S:1:pos:R:3:nbo_charge:R:1
O 2.23 -2.01 -0.08 -0.56
N 1.18 -1.28 -0.64 -0.20
C 0.96 -0.12 -0.12 0.15
N 0.23 0.89 -0.69 -0.30
C -0.98 1.26 -0.47 0.03
C -1.77 0.76 0.59 -0.33
S -1.19 -0.31 1.74 0.13
H 2.19 -2.85 -0.64 0.48
H 1.49 0.38 0.65 0.19
H -1.49 2.03 -0.96 0.19
H -2.86 1.24 0.61 0.22
```

Summary:
Gap between HOMO and LUMO: 6.594 eV
SMILES: O/N=C/N=C\C=S

***

(three)
One molecule with the formula C3H4N2OS. Source: the Open Molecules 2025 dataset; level of theory: ωB97M-V/def2-TZVPD.

```
11
Properties=species:S:1:pos:R:3:nbo_charge:R:1
C 0.27 1.45 -0.06 -0.68
C -0.50 0.26 0.23 0.08
N -1.82 0.14 0.03 -0.03
O -2.02 -1.26 0.02 -0.20
N -0.75 -2.00 0.03 -0.10
C 0.07 -1.05 0.07 -0.05
S 1.79 -0.86 0.07 0.05
H -0.66 2.20 -0.26 0.25
H 0.56 2.03 0.98 0.25
H 0.91 1.36 -0.85 0.24
H 2.13 -2.29 -0.26 0.18
```

Summary:
Gap between HOMO and LUMO: 9.987 eV
SMILES: Cc1nonc1S

***

The winner here is (one), beating the second structure by 27.0 kcal/mol.

***

(one)
One molecule with the formula C3H4N2OS. Source: the Open Molecules 2025 dataset; level of theory: ωB97M-V/def2-TZVPD.

```
11
Properties=species:S:1:pos:R:3:nbo_charge:R:1
N 0.05 1.78 -0.17 -0.78
C 0.31 0.40 -0.11 0.01
C 1.49 -0.27 -0.09 0.08
O 1.29 -1.60 -0.05 -0.29
N -0.13 -1.86 -0.08 -0.14
C -0.67 -0.68 -0.10 -0.02
S -2.39 -0.40 -0.10 0.05
H -0.62 1.99 0.52 0.37
H 0.88 2.23 0.16 0.37
H 2.51 0.05 -0.16 0.21
H -2.74 -1.64 0.18 0.15
```

Summary:
Gap between HOMO and LUMO: 9.599 eV
SMILES: Nc1conc1S

***

(two)
One molecule with the formula C3H4N2OS. Source: the Open Molecules 2025 dataset; level of theory: ωB97M-V/def2-TZVPD.

```
11
Properties=species:S:1:pos:R:3:nbo_charge:R:1
C 0.47 -0.38 0.15 -0.35
C -0.71 -1.28 -0.01 -0.38
C -0.23 1.18 -0.02 -0.32
N -1.85 -0.36 0.01 -0.08
N -1.61 0.81 0.00 -0.09
O 2.72 0.87 -0.18 -0.92
S 2.12 -0.45 -0.02 1.15
H -0.58 -1.87 -0.89 0.25
H -0.78 -1.81 0.92 0.24
H 0.13 1.68 0.85 0.24
H 0.33 1.63 -0.81 0.26
```

Summary:
Gap between HOMO and LUMO: 9.224 eV

***

The winner here is (one), beating the second structure by 44.3 kcal/mol.

***

(one)
An isolated ion of composition C4H11N2O2S and charge +1. Source: the Open Molecules 2025 dataset; level of theory: ωB97M-V/def2-TZVPD.

```
20
Properties=species:S:1:pos:R:3:nbo_charge:R:1
C -0.58 -0.29 1.52 -0.24
C -1.06 -1.04 -0.70 -0.11
C -1.54 0.04 0.34 -0.11
C 2.99 -0.50 -0.58 -0.84
N 0.70 -0.73 0.81 -0.34
N -1.30 1.39 -0.23 -0.71
O 1.22 1.49 -0.33 -1.03
O 0.27 -1.50 -0.26 -0.36
S 1.95 0.45 0.53 1.42
H -0.45 0.68 2.08 0.23
H -0.95 -1.10 2.03 0.24
H -1.73 -1.87 -0.72 0.22
H -0.99 -0.68 -1.75 0.20
H -2.61 -0.13 0.63 0.26
H 2.89 -0.20 -1.51 0.25
H 2.86 -1.61 -0.67 0.29
H 3.99 -0.36 -0.08 0.26
H -0.31 1.66 -0.55 0.50
H -1.60 2.13 0.47 0.44
H -1.80 1.48 -1.10 0.43
```

Summary:
Charge: +1
Gap between HOMO and LUMO: 9.845 eV

***

(two)
An isolated ion of composition C4H11N2O2S and charge +1. Source: the Open Molecules 2025 dataset; level of theory: ωB97M-V/def2-TZVPD.

```
20
Properties=species:S:1:pos:R:3:nbo_charge:R:1
C -3.26 0.16 0.15 -0.59
C -1.98 0.78 -0.38 -0.42
C -0.79 0.00 0.18 -0.71
S 0.71 0.86 -0.19 2.16
O 1.18 1.70 0.85 -0.86
O 0.79 1.28 -1.57 -0.86
C 2.21 -0.55 -0.01 0.32
N 3.19 -0.48 -0.91 -0.74
N 2.36 -1.24 1.10 -0.74
H -3.26 -0.86 -0.04 0.20
H -3.15 0.33 1.15 0.20
H -4.25 0.57 -0.25 0.25
H -2.09 1.85 -0.03 0.24
H -1.93 0.81 -1.55 0.24
H -0.99 -0.34 1.23 0.28
H -0.75 -0.97 -0.39 0.27
H 4.08 -0.93 -0.63 0.42
H 3.05 0.20 -1.68 0.47
H 3.26 -1.76 1.18 0.42
H 1.63 -1.41 1.79 0.45
```

Summary:
Charge: +1
Gap between HOMO and LUMO: 11.530 eV
SMILES: CCCS(=O)(=O)C(N)=[NH2+]

***

The winner here is (two), beating the second structure by 39.0 kcal/mol.